1.
Computed, not measured: a molecular structure, H10O7V in a non-equilibrium geometry, with wB97M-V/def2-TZVPD.

Positions of all 18 atoms, in Å:
O 1.01932 -1.41346 0.40407
V 0.00907 -0.36875 -0.30589
O 0.53746 -0.23403 -1.80866
O -1.86127 0.64559 -1.30456
H -2.66076 0.13653 -1.43835
H -1.89196 1.32268 -1.98046
O 3.66223 0.04844 0.11336
H 3.79769 0.99579 0.13356
H 3.49151 -0.18906 1.02478
O 0.97437 1.57513 0.33175
H 0.80142 2.49734 0.14241
H 1.55954 1.59126 1.08908
O -1.54125 -2.09897 -0.61373
H -1.70049 -2.44283 -1.49273
H -2.32173 -2.34224 -0.11583
O -1.01820 -0.00551 1.67924
H -1.36073 0.86770 1.87002
H -1.49614 -0.58556 2.27199

Calculated values
HOMO-LUMO gap = 9.73 eV
total charge = +1
lowest unoccupied orbital energy = -4.284 eV
energy above the lowest of the compared OMol25 structures with the same formula, charge and spin = 19.64 kcal per mole

---

2.
Computed, not measured: C17H13BrN2O3 in the gas phase in a non-equilibrium geometry, with wB97M-V/def2-TZVPD.

Positions of all 36 atoms, in Å:
C -7.62277 -0.74766 0.07815
O -6.68095 0.47850 -0.02716
C -5.44189 0.18236 -0.02586
C -4.82282 -1.19552 -0.15653
C -3.52374 -1.15955 0.04908
C -2.79378 -0.03391 0.17027
C -1.36469 0.11670 -0.09744
C -0.26180 0.80985 -0.11060
C 0.94321 0.34758 0.04132
C 2.33903 0.63718 0.05487
O 2.50059 1.93514 0.08074
N 3.33184 -0.09499 -0.05959
C 4.58582 -0.06577 0.12081
C 5.29993 -1.30651 -0.08483
C 6.60796 -1.18325 0.16046
C 7.37536 0.05637 0.05738
Br 9.32308 0.14117 -0.03183
C 6.61022 1.18149 0.17248
C 5.28969 1.27645 -0.24227
N 0.66584 -1.05025 -0.12030
O -0.73175 -1.21919 0.13352
C -3.38090 1.34940 -0.11404
C -4.78545 1.41163 -0.08800
H -8.53885 -0.37339 -0.00827
H -7.55066 -1.42108 -0.89987
H -7.47658 -1.16203 0.92135
H -5.42978 -2.06769 -0.03123
H -2.93943 -1.98934 0.01427
H -0.41268 2.03000 -0.12728
H 2.84707 -1.02657 -0.04327
H 4.86115 -2.28812 0.07977
H 7.20972 -2.23522 0.11820
H 7.20736 1.89009 -0.00606
H 4.81671 2.04943 -0.01221
H -2.84462 2.44059 0.03220
H -5.21151 2.28611 0.00176

Calculated values
structure (SMILES) = COc1ccc(-c2cc(C(=O)Nc3ccc(Br)cc3)no2)cc1
HOMO-LUMO gap = 7.56 eV
total charge = 0
lowest unoccupied orbital energy = -0.398 eV
energy above the lowest of the compared OMol25 structures with the same formula, charge and spin = 233.52 kcal per mole

---

3.
Computed, not measured: 6 unconnected molecules or ions with the total composition C28H76BF4N5O5 in a non-equilibrium geometry, with wB97M-V/def2-TZVPD.

Positions of all 119 atoms, in Å:
C 2.59258 4.97039 0.14571
N 2.71427 3.51815 0.54675
C 2.34257 3.39255 2.01987
C 1.82883 2.73353 -0.37511
C 4.16100 2.98063 0.32282
C 4.67114 1.81529 1.19858
O 3.87901 0.62978 1.39857
H 3.34693 5.55944 0.66731
H 1.63207 5.46751 0.28137
H 2.83384 4.86156 -0.91167
H 2.06805 2.35737 2.22272
H 1.49690 4.03980 2.25227
H 3.18965 3.76608 2.59523
H 0.87206 3.25069 -0.30266
H 1.72432 1.67591 -0.13304
H 2.23140 2.70176 -1.38755
H 4.82235 3.78659 0.64087
H 4.52073 2.74543 -0.67887
H 4.90045 2.19296 2.19502
H 5.59573 1.50810 0.70985
H 4.12487 0.28127 2.25863
C -0.18098 -1.65825 5.50933
N 1.24840 -1.88981 4.92210
C 2.16519 -1.74197 6.12837
C 1.36566 -3.32377 4.40226
C 1.69627 -0.84389 3.82033
C 0.66677 -0.62775 2.63497
O 0.87905 -1.73513 1.83411
H -0.27666 -0.67779 5.97586
H -0.37678 -2.35806 6.32175
H -0.94591 -1.71673 4.73501
H 1.95876 -2.51878 6.86461
H 1.75116 -0.76403 6.37398
H 3.20367 -1.67949 5.80319
H 2.38296 -3.29650 4.01179
H 0.63088 -3.45927 3.60864
H 1.24580 -4.05988 5.19716
H 2.66311 -1.05907 3.36534
H 1.84008 0.06274 4.40808
H 0.88921 0.29481 2.09877
H -0.38103 -0.64603 2.93478
H 0.58029 -1.50535 0.95119
C -4.08361 -3.62196 -0.44790
N -3.08124 -3.62061 0.75334
C -1.68348 -3.89932 0.12958
C -3.20876 -2.26750 1.49535
C -3.43712 -4.85825 1.67382
C -2.34820 -5.14211 2.77256
O -2.10027 -4.11769 3.69053
H -5.11152 -3.59662 -0.08617
H -4.03535 -4.61468 -0.89544
H -3.87797 -2.85465 -1.19425
H -1.69433 -3.29361 -0.77657
H -1.61006 -4.95595 -0.12778
H -0.90176 -3.64047 0.84373
H -4.14860 -2.28272 2.04721
H -3.39597 -1.47406 0.77181
H -2.28068 -2.17722 2.05981
H -3.62320 -5.71829 1.03055
H -4.43069 -4.74227 2.10679
H -1.51404 -5.56155 2.21010
H -2.67989 -5.99684 3.36206
H -1.90174 -4.54820 4.52530
C 4.47517 -1.93425 -3.43855
N 3.19225 -1.62535 -2.62374
C 2.43368 -0.50954 -3.38769
C 2.31780 -2.89988 -2.67769
C 3.41444 -1.15309 -1.16036
C 3.70947 -2.22365 -0.04750
O 4.99052 -2.93975 -0.40317
H 4.08060 -2.33645 -4.37164
H 5.09866 -2.62165 -2.86685
H 4.96235 -0.97282 -3.60106
H 2.95097 0.42758 -3.18195
H 1.44298 -0.41833 -2.94239
H 2.48884 -0.65256 -4.46686
H 1.36999 -2.85688 -2.14111
H 2.87975 -3.68632 -2.17388
H 2.15245 -3.31036 -3.67382
H 2.53757 -0.54631 -0.93448
H 4.32620 -0.58263 -1.33747
H 2.90483 -2.93199 0.14975
H 3.84749 -1.71850 0.90846
H 4.92600 -3.82000 -0.02556
C -0.91639 3.86338 -3.93452
C -2.45774 3.84980 -4.04884
N -3.10936 2.65226 -3.27516
C -4.64544 2.79979 -3.54004
C -2.71225 1.23887 -3.80362
C -3.56325 0.07040 -3.18412
C -2.85269 2.76336 -1.74359
C -3.13686 4.09345 -1.07010
O -4.35233 4.79945 -1.47077
C -4.45299 6.12693 -0.94767
H -0.55388 3.87524 -2.90664
H -0.66065 4.78944 -4.44940
H -0.36085 3.03543 -4.37495
H -2.75296 3.59895 -5.06767
H -3.00331 4.71772 -3.67847
H -5.21212 2.15089 -2.87228
H -4.92975 2.44219 -4.52969
H -5.03768 3.81375 -3.46169
H -1.67332 1.16713 -3.48178
H -2.75775 1.41941 -4.87761
H -3.18174 -0.80466 -3.71025
H -4.64427 0.18328 -3.26633
H -3.48044 -0.12001 -2.11408
H -1.86487 2.34241 -1.55621
H -3.48993 1.98685 -1.32044
H -2.20498 4.63539 -1.23137
H -3.20416 4.05488 0.01713
H -4.29151 6.05122 0.12764
H -5.44309 6.56877 -1.05987
H -3.76100 6.81462 -1.43382
B -0.67843 -0.34366 -1.39896
F 0.22352 -1.07376 -0.68620
F -1.64783 -0.02830 -0.46634
F -0.05216 0.79205 -1.78598
F -1.04526 -1.06055 -2.51132

Calculated values
HOMO-LUMO gap = 9.51 eV
total charge = +4
lowest unoccupied orbital energy = -8.303 eV

---

4.
Computed, not measured: 2 unconnected molecules or ions with the total composition C2H10N2O2P in a non-equilibrium geometry, with wB97M-V/def2-TZVPD.

Positions of all 17 atoms, in Å:
C -2.56047 0.54326 -0.53375
C -1.56883 -1.32750 0.57606
N 2.67273 0.62707 1.22776
N -1.46849 -0.34422 -0.18765
O 0.94119 0.28397 -0.68291
O 3.16730 -1.12641 -0.57965
P 2.39856 0.23505 -0.36698
H -2.21748 1.47906 -0.83082
H -3.06268 0.06653 -1.48172
H -3.23808 0.79699 0.15740
H -2.41338 -1.52295 1.30780
H 3.11685 1.14874 -1.14306
H -0.73019 -2.05830 0.46489
H 2.05871 1.34414 1.57290
H 3.63761 0.84265 1.49189
H -0.47776 -0.34139 -0.62015
H 2.64576 -1.81426 -1.10382

Calculated values
HOMO-LUMO gap = 10.39 eV
total charge = +1
lowest unoccupied orbital energy = -4.096 eV
energy above the lowest of the compared OMol25 structures with the same formula, charge and spin = 23.51 kcal per mole

---

Number 1: HOMO level -14.01 eV. Number 2: HOMO level -7.96 eV. Number 3: HOMO level -17.82 eV. Number 4: HOMO level -14.49 eV.